This record from the Open Molecules 2025 dataset describes one molecule with the formula C5H8N2. The level of theory is wB97M-V/def2-TZVPD.

Positions of all 15 atoms, in Å:
C 1.8197 -0.2011 -0.7569
C 0.3212 -0.2936 -1.0227
C -0.3765 -0.8948 0.1559
C 0.2680 -1.4690 1.3331
N 0.7797 -2.0358 2.2013
N -0.4124 0.5772 0.0696
C -1.7374 1.1928 -0.1029
H 2.1266 -0.0480 0.3006
H 2.2564 -1.1653 -1.0538
H 2.3040 0.5703 -1.3654
H 0.2089 1.0755 0.6954
H -1.3622 -1.3276 -0.0074
H -2.1671 0.8137 -1.0307
H -1.6480 2.2800 -0.1576
H -2.3809 0.9257 0.7417

Values from the calculation:
E_HOMO: -7.92 eV
orbital gap: 8.59 eV
E_tot: -304.6941 Ha
relative energy (zero: lowest compared OMol25 entry of this formula, charge and spin): 371.19 kJ/mol


This record from the Open Molecules 2025 dataset describes a 8-piece molecular cluster, C23H55BrN3O11PS overall. The level of theory is wB97M-V/def2-TZVPD.

Positions of all 95 atoms, in Å:
H -5.4936 2.2623 0.7249
N -5.7636 1.4058 0.2448
C -4.7533 0.8241 -0.2632
C -4.9631 -0.5005 -0.9457
C -3.3436 1.3798 -0.1281
C -2.7350 2.1572 -1.3103
P -3.8692 3.2041 -2.4527
O -4.7104 3.9193 -1.2474
Br -5.3959 1.8820 -3.3710
O -1.9781 3.2744 -0.7391
C -1.2372 3.7600 -1.7839
O -0.8697 4.8732 -1.9005
O -1.0130 2.7570 -2.6674
C -1.5436 1.5387 -2.0794
C -1.8197 0.4761 -3.1421
N -1.1478 -0.7982 -2.9245
C -1.6365 -1.5972 -1.8032
N -0.5364 1.1221 -1.0895
C 0.6131 0.9374 -1.4183
S 2.0997 0.6676 -1.7863
H -4.4643 -1.2728 -0.3552
H -6.0327 -0.6988 -0.9323
H -4.5770 -0.5153 -1.9606
H -3.3247 2.0739 0.7123
H -2.6709 0.5475 0.0945
H -4.3497 4.8193 -1.2156
H -1.4195 0.8853 -4.0734
H -2.8996 0.3652 -3.2927
H -1.2759 -1.3632 -3.7539
H -2.7189 -1.7516 -1.8100
H -1.1677 -2.5761 -1.8651
H -1.3552 -1.1707 -0.8422
C -1.9086 -5.8209 -4.7212
C -1.3214 -5.3627 -3.3997
O -2.1945 -4.4698 -2.7035
H -2.1228 -4.9638 -5.3609
H -1.2206 -6.4848 -5.2453
H -2.8482 -6.3555 -4.5623
H -0.3916 -4.8187 -3.5579
H -1.1024 -6.2214 -2.7592
H -3.0213 -4.9335 -2.5389
C 0.6447 -3.9124 0.9480
C 1.7920 -4.6817 0.3245
O 1.6802 -4.7449 -1.0961
H -0.3078 -4.3749 0.6859
H 0.7367 -3.8903 2.0308
H 0.6212 -2.8821 0.5796
H 1.7960 -5.7098 0.6802
H 2.7497 -4.2212 0.5939
H 1.6829 -3.8419 -1.4284
C 5.0974 -0.3737 -4.5600
C 4.1024 -1.2822 -5.2577
O 3.7728 -2.4230 -4.4706
H 6.0138 -0.9152 -4.3250
H 5.3481 0.4859 -5.1829
H 4.6838 -0.0090 -3.6166
H 4.5181 -1.6642 -6.1888
H 3.1867 -0.7293 -5.4964
H 3.3866 -2.1095 -3.6469
C -4.0761 5.5274 2.7793
C -4.8897 4.3043 2.4004
O -4.3141 3.1021 2.9104
H -3.0529 5.4280 2.4153
H -4.5115 6.4352 2.3592
H -4.0307 5.6400 3.8650
H -4.9187 4.1840 1.3193
H -5.9202 4.3989 2.7578
H -4.2868 3.1660 3.8695
C 3.1783 3.1487 1.7993
C 4.4345 3.6343 1.0982
O 4.8619 2.6940 0.1117
H 3.3574 2.1774 2.2633
H 2.8617 3.8522 2.5673
H 2.3628 3.0226 1.0810
H 5.2527 3.7411 1.8063
H 4.2617 4.6084 0.6295
H 4.1454 2.5989 -0.5231
C 2.5448 -6.2539 5.2759
C 2.3783 -5.7940 3.8399
O 1.0483 -5.9882 3.3644
H 2.2820 -7.3078 5.3683
H 3.5725 -6.1177 5.6147
H 1.8870 -5.6894 5.9408
H 3.0231 -6.3684 3.1766
H 2.6507 -4.7362 3.7457
H 0.4568 -5.4807 3.9286
C 3.4026 4.8116 5.9801
C 4.6400 5.1595 5.1733
O 4.3211 5.4898 3.8238
H 2.8733 3.9760 5.5209
H 3.6647 4.5402 7.0035
H 2.7141 5.6592 6.0160
H 5.3167 4.3079 5.1246
H 5.1749 5.9937 5.6392
H 3.7330 6.2511 3.8378

Values from the calculation:
structure (SMILES): [H]/N=C(/C)C[C@@]1(P(O)Br)OC(=O)O[C@@]1(CNC)N=C=S.CCO.CCO.CCO.CCO.CCO.CCO.CCO
E_HOMO: -9.39 eV
orbital gap: 9.61 eV
E_tot: -5214.7444 Ha
relative energy (zero: lowest compared OMol25 entry of this formula, charge and spin): 0.00 kJ/mol


This record from the Open Molecules 2025 dataset describes a 2-piece molecular cluster, C4H10N3 overall. The level of theory is wB97M-V/def2-TZVPD.

Positions of all 17 atoms, in Å:
C -1.8265 -0.5331 0.1915
C 0.4075 0.4468 0.7289
C -0.0467 1.7545 0.1393
C -3.1093 -1.0044 -0.0719
N -0.7428 -0.4241 0.6930
N -1.2303 1.8646 -0.2782
N 2.9310 -0.8891 -0.0856
H 1.2639 -0.0144 0.0478
H 0.5879 0.6668 1.8326
H 0.7259 2.5848 0.2063
H -3.8830 -0.8538 0.8277
H -3.1986 -2.1032 -0.4119
H -3.6053 -0.6437 -0.9425
H -1.3327 2.8290 -0.6763
H 3.2741 -0.9697 -1.0023
H 2.7769 -1.7957 0.3465
H 3.5400 -0.3882 0.4952

Values from the calculation:
E_HOMO: -13.64 eV
orbital gap: 9.63 eV
charge: +1
E_tot: -322.3506 Ha
relative energy (zero: lowest compared OMol25 entry of this formula, charge and spin): 288.62 kJ/mol


This record from the Open Molecules 2025 dataset describes one molecule with the formula C12H23N3O4. The level of theory is wB97M-V/def2-TZVPD.

Positions of all 42 atoms, in Å:
C 3.5445 0.0747 0.3583
N 2.1455 0.2988 0.5527
C 1.6353 1.0531 1.5786
O 2.3702 1.5430 2.4050
C 0.1231 1.0066 1.6668
C -0.3553 2.2403 2.4967
C -1.7975 2.5575 2.8063
C -2.4266 1.5282 3.6928
C -1.8054 3.9036 3.5298
N -0.6216 0.8177 0.3851
C -1.7841 0.0503 0.3470
O -2.3064 -0.6519 1.1765
C -2.5122 -0.0178 -1.0484
C -3.8906 0.6427 -0.8668
O -4.8849 0.2290 -1.7961
N -1.8294 0.3734 -2.2346
C -0.9308 -0.3690 -2.7076
C -0.3984 -0.0584 -4.0857
O -0.4255 -1.2386 -2.0763
H 3.7250 -0.4366 -0.6011
H 3.9192 1.0603 0.2743
H 4.0813 -0.3888 1.1855
H 1.5035 -0.2755 -0.0517
H 0.0344 0.1851 2.3373
H 0.1329 3.0365 1.9610
H 0.3206 2.3353 3.3935
H -2.3297 2.6795 1.9019
H -3.4487 1.4904 3.4761
H -2.3979 1.6987 4.8037
H -2.0089 0.5211 3.5074
H -2.8020 4.3797 3.7703
H -1.2306 3.7071 4.4315
H -1.2440 4.6148 2.9443
H -0.3381 1.3525 -0.4274
H -2.5728 -1.1247 -1.1127
H -4.2282 0.5326 0.1904
H -3.6839 1.6805 -1.1189
H -5.2425 -0.5605 -1.4513
H -2.2563 0.9952 -2.8431
H 0.3669 0.7118 -4.1697
H 0.0768 -0.9865 -4.3445
H -1.2040 0.1074 -4.7323

Values from the calculation:
structure (SMILES): CNC(=O)[C@@H](CC(C)C)NC(=O)[C@@H](CO)NC(C)=O
E_HOMO: -9.57 eV
orbital gap: 10.01 eV
E_tot: -936.2740 Ha
relative energy (zero: lowest compared OMol25 entry of this formula, charge and spin): 0.00 kJ/mol


This record from the Open Molecules 2025 dataset describes C54H59BBrFGeN2O5Pt as an isolated structure. The level of theory is wB97M-V/def2-TZVPD.

Positions of all 125 atoms, in Å:
Pt -0.0267 0.2294 -0.4241
C 3.5313 0.2762 6.3176
C 4.5795 0.1918 5.2083
C 5.4420 -1.0602 5.4388
C 5.4666 1.4482 5.2728
C 3.9566 0.1207 3.8261
C 2.5668 0.1938 3.6318
C 2.0746 0.1408 2.3648
Br 0.1980 0.2187 2.1262
C 2.8994 0.0191 1.1868
O 2.3732 -0.0042 0.0577
C 4.3408 -0.0730 1.4035
C 4.7933 -0.0105 2.6932
C 5.2741 -0.2330 0.2103
C 6.7387 -0.2997 0.6476
C 5.1235 0.9688 -0.7386
C 4.9349 -1.5406 -0.5268
H 4.0354 0.3191 7.2826
H 2.8764 -0.5973 6.3258
H 2.9184 1.1754 6.2301
H 5.8814 -1.0165 6.4357
H 6.2575 -1.1361 4.7197
H 4.8411 -1.9684 5.3695
H 5.9310 1.5129 6.2574
H 4.8760 2.3519 5.1135
H 6.2611 1.4247 4.5267
H 1.8957 0.2928 4.4724
H 5.8570 -0.0622 2.8682
H 7.0568 0.6164 1.1492
H 7.3633 -0.4247 -0.2368
H 6.9310 -1.1478 1.3075
H 5.3153 1.9064 -0.2134
H 4.1263 1.0184 -1.1689
H 5.8480 0.8797 -1.5494
H 5.0311 -2.3979 0.1421
H 5.6331 -1.6797 -1.3538
H 3.9228 -1.5308 -0.9272
O -5.3962 -0.8637 -4.8270
C -4.3962 -0.5654 -5.7744
N -3.2195 -0.2408 -4.9972
C -1.9875 -0.5373 -5.4565
O -1.7815 -1.0039 -6.5621
C -0.8165 -0.2857 -4.5361
C 0.4516 -0.6090 -4.9942
C 1.5355 -0.4270 -4.1541
C 1.3218 0.0423 -2.8767
N 0.0912 0.3593 -2.4269
C -0.9505 0.2066 -3.2553
H -6.2463 -0.9012 -5.2756
H -4.6845 0.2822 -6.4043
H -4.1556 -1.4160 -6.4145
H -3.3993 0.0743 -4.0551
H 0.5573 -0.9902 -6.0012
H 2.5416 -0.6539 -4.4751
H 2.1347 0.1815 -2.1782
H -1.8987 0.5251 -2.8613
F 1.0055 6.4209 -0.2346
C 0.7966 5.0906 -0.2494
C 1.7020 4.2776 -0.8960
C 1.4683 2.9071 -0.9087
C 0.3573 2.3338 -0.2884
C -0.5141 3.2050 0.3709
C -0.3151 4.5802 0.3876
H 2.5646 4.7154 -1.3810
H 2.1900 2.2802 -1.4227
H -1.3775 2.8215 0.8953
H -1.0039 5.2503 0.8849
C -2.9348 0.5834 1.8571
Ge -2.4070 -0.2267 0.1573
C -3.4595 0.8579 -1.1191
C -3.0649 2.0856 -1.6605
C -3.9478 2.8590 -2.4018
C -5.2538 2.4293 -2.5978
C -5.6648 1.2182 -2.0643
C -4.7736 0.4364 -1.3392
C -3.1819 -2.0206 0.0512
C -3.7456 -2.4834 1.2146
C -4.2296 -3.8080 1.3396
C -4.1203 -4.6702 0.2936
C -3.5609 -4.2416 -0.9370
C -3.4898 -5.1150 -2.0478
C -3.0175 -4.6801 -3.2535
C -2.5943 -3.3440 -3.4001
C -2.6448 -2.4888 -2.3367
C -3.1067 -2.9069 -1.0698
H -4.0120 0.4231 1.8945
H -2.7425 1.6517 1.8378
H -2.4681 0.1573 2.7442
H -2.0583 2.4533 -1.4975
H -3.6159 3.8006 -2.8209
H -5.9491 3.0399 -3.1591
H -6.6804 0.8754 -2.2125
H -5.1103 -0.5158 -0.9437
H -3.8323 -1.8343 2.0771
H -4.6791 -4.1264 2.2712
H -4.4851 -5.6873 0.3742
H -3.8342 -6.1350 -1.9263
H -2.9811 -5.3514 -4.1019
H -2.2317 -3.0027 -4.3631
H -2.3375 -1.4592 -2.4510
C 1.1719 -8.4948 -1.2016
C -0.0371 -7.7328 -1.7632
C 0.1356 -7.5986 -3.2765
C -1.3133 -8.5450 -1.4988
C -0.1323 -6.3719 -1.0726
C -0.4602 -6.3144 0.2879
C -0.5613 -5.1186 0.9913
C -0.3140 -3.9667 0.2820
O -0.3381 -2.6551 0.7078
B -0.0212 -1.8907 -0.4223
O 0.2352 -2.7191 -1.5067
C 0.0289 -4.0065 -1.0516
C 0.1235 -5.1830 -1.7585
H 1.2175 -9.4988 -1.6288
H 1.1133 -8.5891 -0.1166
H 2.1018 -7.9778 -1.4465
H 0.1977 -8.5923 -3.7219
H 1.0529 -7.0680 -3.5371
H -0.7106 -7.0789 -3.7320
H -1.3075 -9.4550 -2.1014
H -2.2017 -7.9680 -1.7627
H -1.3993 -8.8424 -0.4535
H -0.6379 -7.2362 0.8262
H -0.8251 -5.0936 2.0399
H 0.3730 -5.1635 -2.8091

Values from the calculation:
2S+1: 2
E_HOMO (alpha / beta): -10.18 / -10.18 eV
orbital gap (alpha / beta): 6.70 / 5.15 eV
charge: +1
E_tot: -7473.6959 Ha
relative energy (zero: lowest compared OMol25 entry of this formula, charge and spin): 0.00 kJ/mol


This record from the Open Molecules 2025 dataset describes a 2-piece molecular cluster, C11H20FN4O overall. The level of theory is wB97M-V/def2-TZVPD.

Positions of all 37 atoms, in Å:
N 5.1273 -2.7731 -1.1180
C 4.6543 -1.3683 -1.0345
C 3.1005 -1.3179 -0.8382
C 2.2443 -2.5070 -0.9252
C 0.8135 -2.4364 -0.7845
C 0.3165 -1.0620 -0.5395
C -1.1892 -0.7330 -0.3846
C -1.9512 -1.4710 -1.5634
C -2.4558 -2.9190 -1.2008
F -2.1461 -3.2799 0.1325
N 1.2544 -0.1016 -0.4543
N 2.5549 -0.1296 -0.5811
H 6.0106 -2.7992 -0.5956
H 5.4362 -2.9208 -2.0850
H 5.1992 -0.7325 -0.3024
H 4.8341 -0.9045 -2.0463
H 2.7399 -3.4801 -1.1394
H 0.1437 -3.3127 -0.8480
H -1.2775 0.3668 -0.5871
H -1.5872 -0.9632 0.6272
H -1.2273 -1.5393 -2.4212
H -2.8211 -0.8885 -1.9435
H -1.9054 -3.6548 -1.8494
H -3.5419 -3.0431 -1.4059
H 0.8658 0.8346 -0.2471
C -3.0604 2.5616 1.4080
C -1.5737 2.7758 1.5156
O -0.7627 1.9839 1.0326
N -1.1378 3.8755 2.1657
C -1.9256 4.9180 2.7983
H -3.2512 1.6403 0.8612
H -3.5009 2.4712 2.4017
H -3.5217 3.3876 0.8651
H -0.1317 3.9504 2.1970
H -1.6774 5.8716 2.3304
H -1.6569 4.9624 3.8545
H -2.9924 4.7378 2.7051

Values from the calculation:
E_HOMO: -12.35 eV
orbital gap: 8.40 eV
charge: +1
E_tot: -825.0172 Ha


This record from the Open Molecules 2025 dataset describes one molecule with the formula C7H9ClN2O4S. The level of theory is wB97M-V/def2-TZVPD.

Positions of all 24 atoms, in Å:
C -2.2004 2.9600 -1.1005
C -2.1480 2.4103 0.3805
O -1.2595 1.3994 0.5072
C 0.0768 1.6299 0.5262
O 0.6025 2.7062 0.4628
C 0.8304 0.3203 0.5387
C 2.1444 0.1820 0.1744
Cl 3.4317 1.2140 -0.2682
N 2.4167 -1.1553 0.1186
N 1.3380 -1.9105 0.4962
C 1.4843 -3.3410 0.3888
C 0.2860 -1.1923 0.6909
S -1.4434 -1.9305 -0.0668
O -0.6241 -1.7829 -1.2957
O -1.3150 -3.2413 0.4648
H -1.7166 3.8718 -1.3210
H -1.6802 2.2289 -1.6676
H -3.2408 3.0848 -1.3706
H -3.0743 1.8388 0.6620
H -1.9564 3.1938 1.0137
H 3.3534 -1.5584 -0.1014
H 2.2662 -3.7821 1.1527
H 0.4912 -3.7143 0.2294
H 1.9369 -3.4317 -0.6147

Values from the calculation:
structure (SMILES): CCOC(=O)c1c(Cl)[nH]n(C)c1=S(=O)=O
E_HOMO: -8.97 eV
orbital gap: 9.27 eV
E_tot: -1540.8549 Ha
relative energy (zero: lowest compared OMol25 entry of this formula, charge and spin): 313.63 kJ/mol


This record from the Open Molecules 2025 dataset describes a 2-piece molecular cluster, C8H14NOP overall. The level of theory is wB97M-V/def2-TZVPD.

Positions of all 25 atoms, in Å:
C 3.2619 1.0849 -0.1983
C 3.3437 -0.2840 0.0372
C 1.9690 1.3661 -0.6633
C 2.0866 -0.7819 -0.1572
C 1.5734 -2.1681 0.1184
C -0.6945 0.3611 1.6992
C -3.2083 0.6591 0.1178
C -0.6484 0.1175 -1.1286
N 1.3075 0.2553 -0.5044
O -1.8719 -1.7539 0.3372
P -1.7062 -0.3197 0.2972
H 3.9435 1.8159 -0.3556
H 4.2203 -0.7402 0.4374
H 1.4825 2.2892 -0.9346
H 1.8298 -2.2966 1.1692
H 0.5599 -2.2952 -0.1095
H 2.1014 -2.9189 -0.3779
H -0.5362 1.4853 1.5325
H -1.2696 0.1436 2.6748
H 0.2173 -0.2315 1.5343
H -3.6591 0.5050 -0.8982
H -3.7743 0.3944 0.9626
H -3.0357 1.7341 0.3227
H -0.4666 -0.7983 -1.6829
H -0.5668 1.1276 -1.5536

Values from the calculation:
E_HOMO: -7.57 eV
orbital gap: 7.25 eV
E_tot: -784.4884 Ha
relative energy (zero: lowest compared OMol25 entry of this formula, charge and spin): 209.72 kJ/mol